[1]
A molecular structure, C20H22AuClNOP in a non-equilibrium geometry, computed with the ωB97M-V functional and the def2-TZVPD basis.

XYZ file:
```
47
Properties=species:S:1:pos:R:3:lowdin_charge:R:1
Au -0.080 0.078 -0.124 0.61
Cl -2.000 -0.252 -1.633 0.07
P -0.127 2.449 -0.089 0.93
C 1.445 3.135 -0.581 -0.38
C 2.149 3.958 0.308 -0.07
C 3.331 4.550 -0.114 -0.04
C 3.842 4.283 -1.387 -0.03
C 3.163 3.411 -2.250 -0.05
C 1.979 2.804 -1.844 -0.12
C -1.346 2.953 -1.312 -0.33
C -2.703 2.639 -1.088 -0.08
C -3.667 3.087 -1.984 0.00
C -3.295 3.839 -3.105 0.03
C -1.947 4.125 -3.335 0.05
C -0.972 3.673 -2.453 -0.02
C -0.616 3.159 1.469 -0.38
C -0.975 2.367 2.574 -0.09
C -1.271 2.999 3.775 -0.05
C -1.250 4.396 3.869 -0.02
C -0.920 5.171 2.750 -0.03
C -0.614 4.561 1.538 -0.09
H -2.993 2.001 -0.253 0.10
H -4.718 2.847 -1.806 0.14
H -4.055 4.202 -3.801 0.14
H -1.641 4.706 -4.206 0.15
H 0.074 3.905 -2.643 0.11
H 1.751 4.177 1.298 0.11
H 3.852 5.220 0.568 0.12
H 4.783 4.746 -1.702 0.13
H 3.559 3.208 -3.246 0.12
H 1.439 2.138 -2.524 0.12
H -0.977 1.277 2.488 0.06
H -1.532 2.395 4.644 0.12
H -1.500 4.883 4.818 0.13
H -0.901 6.257 2.817 0.13
H -0.327 5.161 0.671 0.12
H 1.579 0.204 0.314 0.15
H 0.625 0.180 1.455 0.13
C -0.853 -4.100 0.400 0.03
C -0.845 -2.642 0.590 -0.53
N -1.704 -2.035 1.482 0.20
O 0.020 -2.063 -0.120 -0.18
H -1.556 -4.598 1.051 0.09
H 0.180 -4.426 0.570 0.12
H -1.067 -4.277 -0.661 0.12
H -1.686 -1.002 1.563 0.08
H -2.302 -2.574 2.040 0.10
```

Results
- ⟨S²⟩: 2.0199
- Multiplicity: 3
- Molar mass: 555.80 g mol⁻¹
- Gap between HOMO and LUMO (alpha / beta): 0.218 / 0.172 Eh
- Total charge: +2
- LUMO energy (alpha / beta): -7.69 / -10.67 eV


[2]
A molecular structure, C20H22AuN4O3SSi in a non-equilibrium geometry, computed with the ωB97M-V functional and the def2-TZVPD basis.

XYZ file:
```
52
Properties=species:S:1:pos:R:3:lowdin_charge:R:1
Au -0.080 -0.026 -0.107 1.06
C -0.783 -2.307 -4.832 -0.03
N 0.341 -2.548 -3.973 -0.13
C 1.377 -3.393 -4.232 0.00
C 2.221 -3.331 -3.186 0.00
N 1.707 -2.434 -2.250 0.04
C 0.530 -1.956 -2.773 -0.61
S -0.638 -0.846 -2.268 0.79
C 2.354 -2.162 -1.030 -0.21
C 3.561 -2.815 -0.749 0.02
C 4.222 -2.563 0.436 -0.01
C 3.671 -1.661 1.331 0.00
C 2.477 -1.062 0.989 -0.09
N 1.833 -1.300 -0.154 0.05
H -0.677 -2.907 -5.732 0.11
H -0.824 -1.250 -5.095 0.10
H -1.705 -2.577 -4.315 0.10
H 1.439 -3.972 -5.132 0.14
H 3.137 -3.861 -3.066 0.12
H 4.005 -3.517 -1.431 0.11
H 5.153 -3.065 0.651 0.13
H 4.157 -1.435 2.266 0.13
H 1.992 -0.353 1.644 0.08
C 1.485 1.468 4.331 -0.16
Si 0.194 1.875 2.923 0.30
C 0.713 3.634 2.293 -0.15
C -1.514 1.861 3.765 -0.15
O 0.435 0.802 1.813 -0.44
H 1.384 2.174 5.142 0.03
H 2.489 1.504 3.928 0.01
H 1.262 0.468 4.681 0.02
H 0.573 4.391 3.054 0.02
H 0.092 3.858 1.432 -0.01
H 1.750 3.623 1.976 0.02
H -1.570 2.564 4.588 0.03
H -1.727 0.869 4.153 0.03
H -2.295 2.111 3.053 0.01
O -3.258 -0.373 0.787 0.09
C -3.023 0.762 0.454 -0.46
N -1.819 1.208 -0.016 0.02
C -1.826 2.536 -0.332 -0.46
O -0.883 3.154 -0.767 0.09
C -3.201 3.037 -0.017 -0.08
C -3.747 4.299 -0.101 0.02
C -5.074 4.440 0.298 -0.05
C -5.807 3.361 0.766 -0.05
C -5.248 2.088 0.864 0.01
C -3.937 1.950 0.462 -0.09
H -3.172 5.144 -0.449 0.13
H -5.535 5.414 0.252 0.11
H -6.831 3.508 1.073 0.11
H -5.814 1.254 1.251 0.13
```

Results
- Molar mass: 623.54 g mol⁻¹
- Gap between HOMO and LUMO: 0.213 Eh
- Total charge: +1
- LUMO energy: -5.51 eV


[3]
A molecular structure, C20H22BN10ORb, computed with the ωB97M-V functional and the def2-TZVPD basis.

XYZ file:
```
55
Properties=species:S:1:pos:R:3:lowdin_charge:R:1
Rb 0.308 1.000 0.305 1.08
C -1.585 -2.041 -1.265 -0.06
C -2.143 -1.850 0.018 -0.15
N -1.212 -1.765 0.946 0.06
N -0.023 -1.858 0.288 -0.09
C -0.233 -2.049 -1.047 -0.10
B 1.294 -1.822 1.067 -0.73
N 2.454 -1.332 0.194 -0.03
C 3.097 -1.918 -0.849 -0.09
C 3.980 -1.012 -1.374 -0.04
C 3.808 0.134 -0.579 -0.14
N 2.898 -0.051 0.360 -0.03
N 1.260 -1.032 2.373 -0.07
C 2.268 -0.938 3.280 -0.10
C 1.871 -0.096 4.286 -0.04
C 0.579 0.311 3.894 -0.15
N 0.219 -0.243 2.753 -0.04
N 1.504 -3.359 1.509 0.10
C 1.227 -3.898 2.650 0.01
C 1.298 -5.323 2.493 0.13
C 1.622 -5.490 1.100 -0.08
N 1.745 -4.357 0.508 0.17
H -2.086 -2.154 -2.210 0.10
H -3.178 -1.781 0.315 0.11
H 0.581 -2.160 -1.742 0.12
H 2.883 -2.934 -1.132 0.10
H 4.655 -1.157 -2.200 0.10
H 4.318 1.083 -0.641 0.11
H 3.203 -1.455 3.127 0.13
H 2.431 0.189 5.158 0.10
H -0.110 0.973 4.395 0.11
H 0.979 -3.316 3.523 0.15
H 1.137 -6.069 3.254 0.13
H 1.764 -6.411 0.556 0.13
C 0.071 2.113 -4.384 0.02
C -0.641 1.696 -3.124 -0.52
O -0.075 1.090 -2.221 -0.16
N -1.946 2.043 -3.038 0.09
C -2.762 1.792 -1.859 -0.11
C -2.806 2.962 -0.899 -0.26
C -3.662 4.031 -1.135 -0.02
C -3.668 5.100 -0.255 -0.05
C -2.821 5.062 0.841 -0.05
C -2.011 3.951 1.002 -0.13
N -1.992 2.918 0.159 0.04
H 1.017 1.583 -4.443 0.09
H 0.268 3.185 -4.352 0.09
H -0.525 1.905 -5.272 0.09
H -2.344 2.569 -3.798 0.15
H -2.360 0.919 -1.348 0.10
H -3.771 1.551 -2.194 0.13
H -4.321 4.018 -1.993 0.12
H -4.327 5.943 -0.416 0.12
H -2.790 5.867 1.561 0.11
H -1.346 3.883 1.857 0.11
```

Results
- ⟨S²⟩: 0.7614
- Multiplicity: 2
- Molar mass: 514.75 g mol⁻¹
- Gap between HOMO and LUMO (alpha / beta): 0.352 / 0.182 Eh
- Total charge: +1
- LUMO energy (alpha / beta): -1.94 / -6.56 eV


[4]
A single C20H22Cl2N2 molecule in a non-equilibrium geometry, computed with the ωB97M-V functional and the def2-TZVPD basis.

XYZ file:
```
46
Properties=species:S:1:pos:R:3:lowdin_charge:R:1
Cl 0.442 -4.225 3.789 0.64
Cl -1.487 -2.348 -2.374 0.70
C 0.627 -0.588 -5.255 -0.09
C 1.853 -0.325 -4.651 -0.10
C -2.351 -1.312 3.952 -0.08
C -1.733 -2.575 4.029 -0.11
C -0.415 -1.141 -4.494 -0.11
C 2.079 -0.590 -3.309 -0.03
C -1.730 -0.278 3.284 -0.05
C 0.194 -1.689 2.829 -0.06
C -0.446 -2.738 3.526 -0.65
C -0.174 -1.500 -3.148 -0.59
C 1.064 -1.240 -2.510 -0.22
C -0.458 -0.461 2.682 -0.16
N 0.497 -0.929 -0.089 -0.02
N -0.708 1.830 1.700 -0.15
C 1.309 -1.652 -1.100 -0.17
C -1.712 1.622 0.616 -0.13
C 0.054 3.066 1.455 -0.16
C -0.912 1.658 -0.726 -0.11
C 1.004 2.858 0.253 -0.14
C 0.632 1.532 -0.458 -0.23
C 0.880 0.348 0.535 -0.22
C 0.213 0.684 1.941 -0.18
H 0.514 -0.408 -6.332 0.11
H 2.620 0.130 -5.266 0.10
H -3.343 -1.095 4.320 0.10
H -2.207 -3.388 4.550 0.10
H -1.353 -1.375 -4.974 0.09
H 3.072 -0.499 -2.887 0.11
H -2.234 0.695 3.231 0.11
H 1.210 -1.888 2.436 0.12
H -0.487 -0.940 -0.288 0.07
H 2.339 -1.555 -0.790 0.12
H 1.000 -2.700 -1.006 0.11
H -2.187 0.642 0.836 0.12
H -2.492 2.366 0.661 0.11
H 0.611 3.378 2.338 0.11
H -0.628 3.901 1.236 0.12
H -1.053 2.624 -1.190 0.10
H -1.279 0.876 -1.428 0.10
H 2.052 2.847 0.562 0.11
H 0.920 3.658 -0.457 0.10
H 1.239 1.433 -1.387 0.14
H 1.961 0.302 0.759 0.14
H 1.003 0.993 2.598 0.14
```

Results
- Molar mass: 361.32 g mol⁻¹
- Gap between HOMO and LUMO: 0.324 Eh
- Total charge: 0
- LUMO energy: 0.75 eV


[5]
A single C20H22Cl2N2O3 molecule in a non-equilibrium geometry, computed with the ωB97M-V functional and the def2-TZVPD basis.

XYZ file:
```
49
Properties=species:S:1:pos:R:3:lowdin_charge:R:1
O -3.134 2.269 3.532 0.05
O 0.847 1.790 -0.528 0.05
Cl -2.179 -3.229 -2.842 0.67
Cl 2.982 0.434 -2.089 0.67
O 2.409 -2.729 -5.233 -0.06
C -2.162 1.599 3.766 -0.47
C 0.149 0.829 -0.391 -0.43
C 0.204 0.514 4.838 0.02
C 0.177 1.039 3.412 -0.19
C -0.961 0.550 5.595 -0.24
C -1.023 1.476 2.868 -0.07
C 0.289 -2.258 -3.520 -0.07
C -0.783 -2.152 -2.650 -0.52
C 1.442 -0.516 -2.288 -0.39
C 0.308 -0.372 -1.390 -0.05
C -0.817 -1.137 -1.585 -0.18
C 1.391 -1.432 -3.431 -0.18
N -2.124 1.116 5.044 0.15
N -0.904 0.769 0.464 -0.02
C 1.310 0.931 2.510 -0.05
C -1.018 0.181 7.094 -0.02
C -1.208 1.865 1.379 -0.07
C 1.803 1.057 -5.419 -0.11
C -2.086 -1.039 -0.806 -0.16
C 2.337 -1.447 -4.594 -0.35
C -1.791 -0.439 0.567 -0.11
C 1.933 -0.420 -5.703 -0.19
H 2.581 -3.526 -4.691 0.11
H 1.143 0.045 5.278 0.13
H 0.087 -3.112 -4.235 0.13
H -2.980 1.228 5.503 0.13
H 2.251 0.922 3.124 0.11
H 1.387 1.743 1.916 0.04
H 1.348 -0.090 2.103 0.12
H -2.061 0.323 7.529 0.10
H -0.438 0.903 7.604 0.06
H -0.726 -0.837 7.242 0.07
H -0.439 2.698 1.221 0.15
H -2.130 2.353 1.256 0.11
H 0.951 1.557 -5.922 0.09
H 2.723 1.575 -5.547 0.06
H 1.580 1.204 -4.362 0.04
H -2.532 -2.028 -0.539 0.10
H -2.931 -0.512 -1.329 0.15
H 3.382 -1.168 -4.288 0.13
H -2.734 -0.209 1.008 0.12
H -1.336 -1.154 1.209 0.12
H 0.945 -0.745 -6.070 0.12
H 2.536 -0.421 -6.611 0.11
```

Results
- Molar mass: 409.31 g mol⁻¹
- Gap between HOMO and LUMO: 0.318 Eh
- Total charge: 0
- LUMO energy: 0.38 eV